Entry 1:
Here is C5H12N in the gas phase at a distorted geometry from the OMol25 dataset. Energies are from ωB97M-V with the def2-TZVPD basis set.

```
! wB97M-V def2-TZVPD RIJCOSX def2/J DEFGRID3
* xyz 0 2
N -0.944 1.123 1.499
C 0.609 -0.660 0.556
C 0.439 0.552 1.515
C -1.250 -0.469 -1.117
C 0.033 -0.526 -0.840
C 1.015 -0.514 -1.982
H -1.496 -0.584 -2.170
H 0.646 0.267 2.541
H 1.686 -0.729 0.477
H -0.943 2.024 2.037
H -1.186 1.383 0.523
H 1.100 -1.470 -2.457
H -1.593 0.445 2.026
H 0.635 0.126 -2.760
H 1.985 -0.097 -1.735
H -2.026 -0.656 -0.386
H 0.182 -1.549 1.047
H 1.108 1.334 1.226
*
```

Largest force on an atom (hartree/bohr): 0.0281
HOMO (alpha / beta) (eV): -3.548 / -9.992
<S²>: 0.751
E (eV): -6865.73559
Orbital gap (alpha / beta) (eV): 4.48 / 10.70
Energy relative to the best compared isomer or geometry (same formula, charge and spin) (kcal per mole): 46.8

---

Entry 2:
Here is a gas-phase ion, C5H12N (charge +1) at a distorted geometry from the OMol25 dataset. Energies are from ωB97M-V with the def2-TZVPD basis set.

```
! wB97M-V def2-TZVPD RIJCOSX def2/J DEFGRID3
* xyz 1 1
N -1.044 0.019 1.684
C 1.859 -1.177 -1.401
C 0.986 -0.698 -0.251
C -1.488 1.973 0.402
C -0.296 -0.021 -0.695
C -1.027 0.741 0.352
H -1.435 2.754 -0.333
H 1.578 -0.086 0.445
H -0.934 -0.727 -1.238
H -0.100 0.697 -1.482
H 2.391 -0.322 -1.809
H 1.228 -1.468 -2.233
H 0.767 -1.582 0.375
H -1.742 -0.726 1.632
H -1.283 0.666 2.433
H -0.160 -0.458 1.873
H -1.870 2.351 1.343
H 2.571 -1.935 -1.096
*
```

Largest force on an atom (hartree/bohr): 0.0293
HOMO (eV): -14.989
E (eV): -6862.30569
Orbital gap (eV): 11.40
Energy relative to the best compared isomer or geometry (same formula, charge and spin) (kcal per mole): 28.9
SMILES: C=C([NH3+])CCC

---

Entry 3:
Here is 2 unconnected molecules or ions with the total composition C5H12N at a distorted geometry from the OMol25 dataset. Energies are from ωB97M-V with the def2-TZVPD basis set.

```
! wB97M-V def2-TZVPD RIJCOSX def2/J DEFGRID3
* xyz 1 1
N 3.878 0.329 -0.320
C -2.726 0.719 -0.471
C -0.568 -1.063 -0.022
C -0.806 -0.018 1.041
C -1.388 1.195 0.253
C 0.616 -1.640 -0.360
H 4.255 1.202 -0.278
H 3.564 0.047 -1.295
H -2.658 0.826 -1.566
H -1.590 2.061 0.986
H 1.717 -1.465 0.030
H -3.688 1.127 -0.086
H 4.460 -0.282 0.069
H -0.579 1.736 -0.373
H -1.580 -0.225 1.816
H -2.640 -0.345 -0.168
H 0.100 0.305 1.513
H 0.726 -2.445 -1.061
*
```

Largest force on an atom (hartree/bohr): 0.1684
HOMO (eV): -13.422
E (eV): -6856.71712
Orbital gap (eV): 5.04
Energy relative to the best compared isomer or geometry (same formula, charge and spin) (kcal per mole): 157.8

---

Entry 4:
Here is a gas-phase ion, C5H12N (charge +1) at a distorted geometry from the OMol25 dataset. Energies are from ωB97M-V with the def2-TZVPD basis set.

```
! wB97M-V def2-TZVPD RIJCOSX def2/J DEFGRID3
* xyz 1 1
N 2.840 0.128 -0.105
C -1.358 0.634 0.803
C -2.591 0.702 -0.125
C 0.534 -0.968 -0.424
C 1.912 -0.924 0.270
C -0.166 0.363 -0.136
H -1.637 -0.052 1.665
H -2.651 -0.327 -0.564
H 1.720 -0.740 1.356
H 0.089 1.363 -0.555
H -0.026 -1.852 -0.005
H -1.236 1.677 1.142
H -2.387 1.387 -0.932
H 3.387 -0.163 -0.881
H 2.099 0.818 -0.324
H 0.680 -1.249 -1.530
H -3.724 1.111 0.031
H 2.514 -1.908 0.312
*
```

Largest force on an atom (hartree/bohr): 0.0827
HOMO (eV): -13.971
E (eV): -6858.70389
Orbital gap (eV): 6.61
Energy relative to the best compared isomer or geometry (same formula, charge and spin) (kcal per mole): 111.9

---

Entry 5:
Here is a gas-phase ion, C5H12N (charge +1) at a distorted geometry from the OMol25 dataset. Energies are from ωB97M-V with the def2-TZVPD basis set.

```
! wB97M-V def2-TZVPD RIJCOSX def2/J DEFGRID3
* xyz 1 1
N -0.806 0.648 2.259
C 0.420 -0.917 0.776
C -0.377 -0.435 -1.731
C 0.438 0.343 1.430
C 0.617 -0.981 -0.703
C -0.040 1.048 -2.111
H 1.280 0.998 1.687
H 0.665 -2.139 -0.883
H -1.597 0.857 1.571
H 1.672 -0.551 -0.813
H -0.800 1.618 -2.596
H -1.125 -0.110 2.905
H -0.623 1.429 2.918
H 0.118 1.655 -1.150
H 0.827 1.050 -2.687
H 0.198 -1.926 1.343
H -1.379 -0.732 -1.546
H 0.053 -1.030 -2.523
*
```

Largest force on an atom (hartree/bohr): 0.0903
HOMO (eV): -13.307
E (eV): -6859.35246
Orbital gap (eV): 8.45
Energy relative to the best compared isomer or geometry (same formula, charge and spin) (kcal per mole): 97.0
SMILES: CCC/C=C/[NH3+]

---

Entry 6:
Here is 2 unconnected molecules or ions with the total composition C5H12N at a distorted geometry from the OMol25 dataset. Energies are from ωB97M-V with the def2-TZVPD basis set.

```
! wB97M-V def2-TZVPD RIJCOSX def2/J DEFGRID3
* xyz 1 1
N 0.648 -0.835 2.076
C -0.307 0.035 -1.394
C -0.044 0.943 -0.388
C -0.162 -1.130 1.101
C 0.724 -0.906 -1.931
C -0.994 1.930 0.305
H -1.207 -0.872 1.095
H 1.019 1.150 -0.176
H -0.938 2.890 -0.288
H -2.071 1.625 0.388
H 0.381 -1.942 -1.969
H 1.635 -1.040 1.959
H 1.044 -0.642 -2.955
H -1.279 0.099 -1.896
H -0.611 2.155 1.287
H 0.374 -0.131 2.764
H 1.637 -0.879 -1.272
H 0.174 -1.798 0.376
*
```

Largest force on an atom (hartree/bohr): 0.0384
HOMO (eV): -13.407
E (eV): -6861.32330
Orbital gap (eV): 8.58
Energy relative to the best compared isomer or geometry (same formula, charge and spin) (kcal per mole): 51.5

---

Entry 7:
Here is C5H12N2 in the gas phase at a distorted geometry from the OMol25 dataset. Energies are from ωB97M-V with the def2-TZVPD basis set.

```
! wB97M-V def2-TZVPD RIJCOSX def2/J DEFGRID3
* xyz 0 1
N 1.560 0.221 0.768
N -1.662 0.481 0.919
C -1.134 0.831 -0.456
C 1.620 -1.921 -0.424
C -0.228 -0.314 -0.942
C -2.021 1.668 1.212
C 0.732 -0.807 0.135
H -1.333 2.343 1.769
H -3.002 2.078 0.900
H 0.130 -1.273 0.931
H -1.917 1.029 -1.196
H 1.710 1.009 0.130
H 2.310 -2.282 0.341
H -0.501 1.724 -0.534
H 0.345 0.002 -1.819
H 1.013 -2.719 -0.858
H -0.891 -1.132 -1.177
H 1.025 0.612 1.548
H 2.245 -1.549 -1.245
*
```

Largest force on an atom (hartree/bohr): 0.0316
HOMO (eV): -7.951
E (eV): -8356.07440
Orbital gap (eV): 7.72
Energy relative to the best compared isomer or geometry (same formula, charge and spin) (kcal per mole): 93.7
SMILES: C=NCC[C@@H](C)N

---

Entry 8:
Here is C5H12N2 in the gas phase at a distorted geometry from the OMol25 dataset. Energies are from ωB97M-V with the def2-TZVPD basis set.

```
! wB97M-V def2-TZVPD RIJCOSX def2/J DEFGRID3
* xyz 0 1
N 0.913 -2.416 -1.108
N 0.953 -0.873 0.754
C 0.530 -1.974 0.046
C -0.221 1.477 -0.863
C -1.846 1.698 -0.990
C -0.070 0.079 1.306
C 0.132 1.392 0.731
H 0.007 0.294 2.377
H 1.164 1.879 0.855
H 1.404 -1.069 1.654
H -0.144 -2.462 0.778
H 0.073 0.574 -1.311
H -2.232 1.853 0.094
H -0.486 2.250 1.248
H -2.262 2.503 -1.598
H 1.449 -1.626 -1.553
H -2.305 0.704 -1.403
H -1.152 -0.298 1.137
H 0.278 2.384 -1.178
*
```

Largest force on an atom (hartree/bohr): 0.1085
HOMO (eV): -9.537
E (eV): -8357.29824
Orbital gap (eV): 10.46
Energy relative to the best compared isomer or geometry (same formula, charge and spin) (kcal per mole): 65.4
SMILES: [H]/N=C\NCCCC

---

Entry 9:
Here is a molecular structure, C5H12N2 at a distorted geometry from the OMol25 dataset. Energies are from ωB97M-V with the def2-TZVPD basis set.

```
! wB97M-V def2-TZVPD RIJCOSX def2/J DEFGRID3
* xyz 0 1
N 1.630 -0.534 -0.625
N -1.108 0.986 -1.028
C 0.785 0.880 1.104
C -0.969 -0.918 0.464
C -0.095 -0.332 1.539
C 1.206 0.759 -0.334
C -1.537 -0.158 -0.523
H 0.562 -1.094 1.939
H -2.480 -0.535 -0.935
H -1.268 -1.886 -2.719
H -1.595 -1.753 0.755
H 0.045 0.914 -0.861
H 0.213 1.794 1.187
H 1.914 1.477 -0.729
H -0.899 -2.152 -2.127
H -0.701 0.033 2.367
H 0.812 -1.171 -0.562
H 1.660 0.813 1.742
H 1.924 -0.564 -1.586
*
```

Largest force on an atom (hartree/bohr): 0.0592
HOMO (eV): -7.129
E (eV): -8354.26721
Orbital gap (eV): 6.24
Energy relative to the best compared isomer or geometry (same formula, charge and spin) (kcal per mole): 135.3

---

Entry 10:
Here is C5H12N2 in the gas phase at a distorted geometry from the OMol25 dataset. Energies are from ωB97M-V with the def2-TZVPD basis set.

```
! wB97M-V def2-TZVPD RIJCOSX def2/J DEFGRID3
* xyz 0 1
N 0.061 0.196 1.247
N 2.184 -1.191 1.457
C -1.597 0.658 -0.584
C -0.533 1.303 -1.450
C 0.839 -0.859 1.910
C -0.953 -0.378 0.345
C -0.059 0.839 -2.607
H -0.595 -1.237 -0.231
H 0.752 -0.808 2.962
H 0.646 0.737 0.614
H 0.218 -1.753 1.761
H -0.274 -0.212 -2.789
H 2.043 -1.500 0.495
H -0.083 2.229 -1.086
H -1.771 -0.675 1.011
H -1.999 1.452 0.040
H 0.735 1.337 -3.128
H 2.673 -0.310 1.300
H -2.286 0.172 -1.269
*
```

Largest force on an atom (hartree/bohr): 0.0395
HOMO (eV): -9.054
E (eV): -8358.21957
Orbital gap (eV): 10.07
Energy relative to the best compared isomer or geometry (same formula, charge and spin) (kcal per mole): 44.2
SMILES: C=CCCNCN